Below is C15H27ClN7O3STi as an isolated structure, with properties calculated with ωB97M-V/def2-TZVPD.

LUMO (spin up / spin down): -2.557 / -2.619 eV
charge: +1
2S+1: 3
HOMO (spin up / spin down): -0.327 / -0.429 Ha
ΔE to the lowest compared entry with this formula, charge and spin: 0.00 kcal/mol

Each line ends with the Mulliken charge.
CARTESIAN COORDINATES (ANGSTROEM)
1 Ti -13.724 -11.775 -2.327  0.66
2 Cl -9.631 -14.140 -3.406  -0.19
3 S -14.405 -14.128 -3.470  -0.59
4 O -12.031 -12.715 -1.037  -0.70
5 O -11.451 -11.927 -2.984  -0.62
6 O -10.736 -6.502 1.659  -0.60
7 N -14.863 -12.305 -0.491  -0.37
8 N -12.469 -5.256 0.976  -0.32
9 N -14.060 -10.961 -4.449  -0.37
10 N -16.080 -11.668 -2.700  -0.22
11 N -12.874 -16.290 -3.938  -0.14
12 N -13.073 -9.812 -1.332  0.64
13 N -12.841 -15.667 -1.857  -0.09
14 C -15.924 -11.327 -0.205  -0.84
15 C -13.322 -15.378 -3.084  0.42
16 C -11.407 -8.689 -0.042  -0.94
17 C -16.479 -11.014 -3.983  -0.79
18 C -12.233 -7.562 0.099  1.02
19 C -11.791 -16.673 -1.932  -0.32
20 C -12.004 -17.289 -3.294  -0.55
21 C -9.779 -13.208 -1.872  -0.70
22 C -15.307 -10.185 -4.559  -0.50
23 C -16.613 -10.933 -1.555  -0.60
24 C -11.164 -12.548 -1.936  0.75
25 C -11.888 -9.751 -0.736  0.05
26 C -13.825 -8.697 -1.252  -0.63
27 C -13.457 -7.538 -0.572  -1.17
28 C -11.726 -6.375 0.962  0.31
29 H -16.398 -12.630 -2.733  0.38
30 H -15.394 -10.466 0.178  0.37
31 H -15.248 -13.239 -0.670  0.28
32 H -13.190 -16.314 -4.885  0.16
33 H -11.294 -10.658 -0.826  0.31
34 H -14.800 -8.738 -1.728  0.25
35 H -10.801 -16.215 -1.871  0.11
36 H -16.459 -9.883 -1.763  0.37
37 H -14.253 -12.432 0.311  0.26
38 H -12.104 -4.489 1.526  0.26
39 H -17.333 -10.380 -3.801  0.39
40 H -12.780 -14.929 -1.168  0.23
41 H -13.296 -10.384 -4.695  0.27
42 H -10.426 -8.748 0.397  0.53
43 H -8.974 -12.499 -1.864  0.38
44 H -12.506 -18.239 -3.254  0.31
45 H -16.796 -11.853 -4.660  0.36
46 H -16.649 -11.675 0.547  0.38
47 H -11.931 -17.395 -1.130  0.37
48 H -13.169 -5.040 0.302  0.16
49 H -15.198 -9.301 -3.960  0.24
50 H -9.757 -13.883 -1.024  0.31
51 H -11.092 -17.392 -3.856  0.33
52 H -14.063 -11.703 -5.092  0.23
53 H -14.167 -6.702 -0.530  0.25
54 H -17.700 -11.114 -1.478  0.45
55 H -15.593 -9.845 -5.544  0.44



Below is one molecule with the formula C15H27F9N3O4PS2, with properties calculated with ωB97M-V/def2-TZVPD.

LUMO: 0.382 eV
2S+1: 1
HOMO: -0.327 Ha
SMILES: [H]/N=C/C[C@@]1(CCCCCN)OS(=O)(=O)O[C@@]1(CCCCC(F)(F)C(F)(F)S(F)(F)(F)(F)F)[PH2]=N

Each line ends with the Mulliken charge.
CARTESIAN COORDINATES (ANGSTROEM)
1 S -0.818 -1.786 0.734  1.02
2 S 4.522 1.506 4.007  1.43
3 P 1.306 -1.944 -2.076  -0.03
4 F 4.464 2.995 3.506  -0.31
5 F 3.975 1.998 5.397  -0.30
6 F 3.038 1.200 3.566  -0.29
7 F 4.600 0.025 4.594  -0.32
8 F 5.487 1.023 0.092  -0.33
9 F 4.660 -0.290 2.131  -0.23
10 F 6.506 0.640 2.511  -0.28
11 F 5.855 2.832 1.143  -0.33
12 F 5.991 1.722 4.566  -0.32
13 O 0.451 -0.942 0.154  -0.15
14 O -1.822 -1.565 -0.490  -0.15
15 O -1.120 -1.133 1.934  -0.59
16 O -0.601 -3.170 0.772  -0.64
17 N 1.198 -1.903 -3.658  -0.73
18 N -4.308 -1.483 1.433  -0.34
19 N -2.016 -3.303 -4.037  -0.67
20 C 1.425 1.549 -0.406  -0.93
21 C 5.219 0.880 2.374  0.53
22 C -1.249 -0.690 -1.521  0.49
23 C -1.712 -2.773 -2.950  -0.37
24 C 1.006 0.703 -1.632  -1.77
25 C -1.900 0.679 -1.188  -0.67
26 C -5.407 0.558 0.526  -1.00
27 C 2.781 1.043 0.151  -0.27
28 C 3.606 2.178 0.758  -0.92
29 C -1.729 -1.265 -2.857  -1.09
30 C 0.266 -0.603 -1.251  1.22
31 C -3.441 0.616 -1.074  -1.24
32 C -5.511 -0.647 1.505  -0.71
33 C 5.034 1.790 1.129  0.66
34 C -3.968 1.072 0.306  -0.56
35 H -5.688 -0.308 2.527  0.41
36 H -3.852 1.331 -1.793  0.29
37 H 1.480 2.586 -0.749  0.65
38 H 3.717 2.953 -0.009  0.50
39 H -3.991 2.166 0.272  0.54
40 H 2.127 -1.747 -4.043  0.25
41 H 2.529 0.325 0.933  0.26
42 H -4.262 -2.076 2.253  0.20
43 H 0.842 -3.213 -1.647  0.13
44 H 0.374 1.270 -2.313  0.42
45 H 0.635 1.484 0.343  0.36
46 H -1.965 -4.318 -3.960  0.30
47 H -1.134 -0.821 -3.657  0.49
48 H -1.659 1.342 -2.025  0.51
49 H -1.450 1.075 -0.274  0.09
50 H -4.319 -2.039 0.586  0.12
51 H -1.427 -3.416 -2.111  0.40
52 H 3.276 0.520 -0.664  0.31
53 H -5.992 1.382 0.941  0.38
54 H -5.846 0.239 -0.422  0.38
55 H -3.835 -0.361 -1.356  0.60
56 H 2.656 -1.767 -1.696  0.15
57 H 3.058 2.645 1.575  0.25
58 H -6.409 -1.209 1.207  0.30
59 H -2.762 -0.947 -3.010  0.55
60 H 1.874 0.417 -2.232  0.99
61 H -3.287 0.779 1.104  0.33



Which value of 2S+1 does entry 1 give?
3



Which of these has the highest 2S+1?
C15H27ClN7O3STi



What is the 2S+1 in the first record?
3



The highest 2S+1 belongs to which entry?
C15H27ClN7O3STi